# C24H60FN4O8Pb

A molecular structure, C24H60FN4O8Pb (ωB97M-V with the def2-TZVPD basis set, the OMol25 dataset).

Atoms and positions in Å:
1 Pb 0.059 1.296 -0.325
2 F -1.145 -0.766 -0.602
3 O 2.694 1.981 -4.205
4 O -1.736 2.894 -1.540
5 O 0.571 3.519 1.136
6 O -1.533 1.463 1.585
7 O 2.309 -2.792 2.429
8 O -4.578 -2.175 0.894
9 O -0.425 -4.613 2.924
10 O 2.343 -0.204 -0.775
11 N 2.227 2.565 -1.150
12 N -0.102 0.789 -3.003
13 N -2.180 -3.566 -0.107
14 N 0.812 -0.197 1.928
15 C 3.178 3.208 -4.779
16 C -2.900 1.315 1.135
17 C 2.112 3.837 -0.722
18 C 0.108 0.405 3.000
19 C -1.315 1.376 -3.527
20 C -0.909 -3.629 3.739
21 C 3.307 1.914 -0.349
22 C -4.346 -2.411 -0.466
23 C -1.185 4.028 -2.139
24 C 1.813 4.193 0.795
25 C 2.337 -1.688 3.333
26 C -1.330 0.488 2.637
27 C -2.296 1.941 -2.488
28 C 0.664 0.383 -4.174
29 C 1.581 1.423 -4.882
30 C 3.550 0.530 -0.996
31 C 2.181 -0.463 2.380
32 C -0.007 3.907 2.444
33 C -3.498 -3.639 -0.550
34 C -0.405 -4.257 1.541
35 C -1.931 -4.059 1.208
36 C 2.417 -1.570 -1.160
37 C 2.837 -3.984 2.942
38 C -5.471 -3.101 1.520
39 H 1.296 -0.443 -3.848
40 H -3.185 2.119 0.457
41 H -2.926 2.493 -3.185
42 H -1.110 2.207 -4.201
43 H 2.209 -4.467 3.690
44 H 2.556 0.501 2.725
45 H -4.950 -4.024 1.775
46 H 1.489 -2.073 -0.890
47 H -0.042 -0.019 -4.900
48 H -2.344 -3.237 1.792
49 H -1.698 0.825 3.605
50 H -0.370 3.751 -2.809
51 H 4.245 2.464 -0.413
52 H -2.559 -4.916 1.456
53 H -1.627 -0.495 2.271
54 H -1.608 -2.768 -0.343
55 H 2.617 2.581 -2.082
56 H 3.292 -1.601 3.853
57 H 2.982 -4.713 2.146
58 H 2.615 3.825 1.437
59 H -0.498 -2.639 3.544
60 H 0.370 4.878 2.765
61 H 2.795 -0.688 1.508
62 H -1.999 -3.600 3.713
63 H 1.646 -1.873 4.155
64 H 4.194 3.264 -4.388
65 H 3.857 -4.013 3.326
66 H -5.239 -2.511 -1.084
67 H 4.264 -0.058 -0.419
68 H 1.892 0.951 -5.814
69 H -1.889 4.633 -2.710
70 H -3.101 0.317 0.745
71 H -3.596 1.288 1.974
72 H -0.412 -0.101 -2.639
73 H 3.224 3.207 -5.868
74 H 0.255 -3.420 1.312
75 H 2.616 -1.534 -2.231
76 H 0.060 -0.019 4.003
77 H 1.641 5.269 0.772
78 H 3.208 -2.110 -0.638
79 H -5.801 -2.623 2.443
80 H 3.095 4.239 -0.967
81 H -6.328 -3.198 0.855
82 H -1.082 3.782 2.316
83 H 0.422 3.318 3.254
84 H 0.682 1.330 3.047
85 H -4.056 -4.516 -0.223
86 H 2.527 4.022 -4.462
87 H 3.071 1.805 0.710
88 H -1.797 0.751 -4.279
89 H -0.010 -5.117 1.001
90 H 0.932 2.279 -5.067
91 H -2.807 1.077 -2.064
92 H -0.737 4.628 -1.347
93 H 3.827 0.529 -2.050
94 H -3.346 -3.918 -1.592
95 H 0.390 -1.105 1.791
96 H -3.910 -1.492 -0.857
97 H -0.609 -3.763 4.778
98 H 1.555 4.381 -1.484

Values from the calculation:
Spin multiplicity: 2
E_HOMO (spin up / spin down), eV: -13.51 / -13.51
Gap between HOMO and LUMO (spin up / spin down), hartree: 0.351 / 0.195
<S²>: 0.754
Net charge: +2

# C47H61N3O6PS2SeSr

A molecular structure, C47H61N3O6PS2SeSr (ωB97M-V with the def2-TZVPD basis set, the OMol25 dataset).

Atoms and positions in Å:
1 Sr 2.521 -1.933 -0.814
2 Se -0.495 -0.954 0.241
3 S 3.270 -3.108 -3.593
4 S 4.919 -3.034 0.684
5 P 0.092 -2.297 -3.168
6 O 1.793 0.714 -3.266
7 O 2.462 0.129 0.428
8 O 3.579 -1.743 -3.084
9 O 4.408 -3.820 -4.103
10 O 2.493 -3.815 -2.562
11 O 0.634 -1.815 3.063
12 N 1.980 -3.313 1.393
13 N 2.873 -2.902 2.410
14 N 4.814 -1.969 3.117
15 C 0.842 -2.491 -4.848
16 C 4.436 2.068 -0.739
17 C -1.832 0.436 4.461
18 C -2.187 0.284 2.133
19 C -0.897 -4.871 -3.909
20 C -0.706 -0.370 4.418
21 C -1.064 -0.527 2.041
22 C 2.763 -3.019 -6.246
23 C 4.141 -2.600 2.126
24 C 3.818 2.505 1.662
25 C 2.003 -2.806 -7.384
26 C -1.319 -5.627 -1.275
27 C 2.190 -2.859 -4.992
28 C -1.288 -0.050 -4.053
29 C -2.427 4.173 -0.339
30 C -1.627 -6.506 -2.303
31 C -1.412 -6.126 -3.621
32 C 0.448 0.860 6.269
33 C -0.330 -0.974 3.174
34 C 3.477 2.821 0.197
35 C 0.101 -2.289 -6.011
36 C -4.603 1.847 2.218
37 C -0.633 1.751 -0.630
38 C -3.828 -1.072 -3.605
39 C 1.103 3.356 -0.531
40 C -0.795 -4.376 -1.567
41 C -1.229 4.120 -1.297
42 C -0.611 5.516 -1.366
43 C 1.385 -1.325 5.637
44 C -0.233 3.066 -0.814
45 C 0.073 -0.535 5.738
46 C -2.708 -1.849 -3.336
47 C 0.248 0.779 -0.176
48 C -0.585 -3.982 -2.886
49 C 0.673 -2.441 -7.264
50 C -0.808 -1.247 6.775
51 C -4.821 0.999 4.536
52 C 1.623 1.056 0.079
53 C -3.680 0.206 -4.122
54 C -3.855 1.648 3.535
55 C 3.713 4.317 -0.017
56 C -1.429 -1.352 -3.570
57 C -2.407 0.712 -4.345
58 C 2.027 2.417 -0.099
59 C -3.437 3.029 4.061
60 C -2.620 0.767 3.359
61 C -1.735 3.742 -2.695
62 H 5.703 -1.577 2.859
63 H 1.859 -1.324 6.624
64 H -1.482 -5.915 -0.244
65 H 1.001 0.770 7.209
66 H -2.118 0.847 5.425
67 H -0.431 1.478 6.451
68 H 4.293 -1.509 3.847
69 H 2.562 0.124 -3.243
70 H -1.655 1.449 -0.832
71 H 5.467 2.379 -0.548
72 H -4.349 0.854 5.509
73 H 2.449 -2.926 -8.364
74 H 4.201 2.289 -1.783
75 H 4.366 0.994 -0.580
76 H -2.711 0.534 1.221
77 H -1.080 -2.242 6.420
78 H -0.270 -1.352 7.722
79 H -4.313 3.669 4.202
80 H 3.672 1.448 1.872
81 H 1.078 1.381 5.546
82 H -1.644 -6.811 -4.427
83 H -3.979 2.348 1.478
84 H 0.072 -2.277 -8.150
85 H -2.283 1.715 -4.735
86 H 1.117 -2.809 1.684
87 H -4.816 -1.471 -3.412
88 H -0.729 -4.586 -4.941
89 H 4.859 2.772 1.868
90 H 3.177 3.086 2.331
91 H -2.946 3.214 -0.309
92 H 1.216 -2.353 5.326
93 H -0.294 0.364 -4.189
94 H -1.367 6.232 -1.698
95 H 1.824 -4.314 1.468
96 H 3.537 4.615 -1.053
97 H 4.754 4.546 0.224
98 H -5.705 1.626 4.679
99 H -2.762 3.515 3.353
100 H -0.556 -3.691 -0.761
101 H 0.218 5.554 -2.075
102 H 3.800 -3.315 -6.302
103 H -4.935 0.894 1.800
104 H -1.730 -0.696 6.969
105 H -3.143 4.933 -0.663
106 H -0.940 -2.007 -5.934
107 H -2.029 -7.486 -2.079
108 H -0.246 5.840 -0.390
109 H 1.672 1.060 -2.372
110 H 3.079 4.925 0.633
111 H 2.066 -0.858 4.923
112 H -2.220 2.766 -2.676
113 H -0.906 3.690 -3.404
114 H -2.917 2.948 5.017
115 H -2.839 -2.848 -2.941
116 H 1.442 4.373 -0.656
117 H -4.551 0.811 -4.340
118 H -5.144 0.022 4.173
119 H -5.486 2.469 2.388
120 H -2.460 4.478 -3.056
121 H 2.352 -2.380 3.125
122 H -2.101 4.410 0.676

Values from the calculation:
E_HOMO, eV: -4.48
Gap between HOMO and LUMO, hartree: 0.251
ΔE to the lowest compared entry with this formula, charge and spin, kcal/mol: 8.8
Net charge: -1

# C4H7NO2

A single C4H7NO2 molecule (ωB97M-V with the def2-TZVPD basis set, the OMol25 dataset).

Atoms and positions in Å:
1 O -2.529 -1.148 -0.703
2 O -1.089 1.922 -0.441
3 N -0.193 1.050 -0.187
4 C 1.006 1.566 0.428
5 C -0.429 -0.268 -0.237
6 C -1.640 -0.300 -1.010
7 C 0.547 -1.395 0.111
8 H 1.957 1.299 -0.117
9 H 1.132 2.578 0.258
10 H 0.133 -2.288 -0.130
11 H 1.151 1.403 1.442
12 H 1.559 -1.157 -0.476
13 H 0.763 -1.411 1.097
14 H -2.368 -1.852 -0.035

Values from the calculation:
Spin multiplicity: 3
E_HOMO (spin up / spin down), eV: -6.58 / -8.31
Gap between HOMO and LUMO (spin up / spin down), hartree: 0.259 / 0.281
<S²>: 2.059
ΔE to the lowest compared entry with this formula, charge and spin, kcal/mol: 57.0
Net charge: 0

Number 1: calculated total energy -2063.3278 hartree, largest force on an atom 5.402 eV/Å. Number 2: calculated total energy -6013.4396 hartree, largest force on an atom 0.523 eV/Å. Number 3: calculated total energy -361.5833 hartree, largest force on an atom 5.913 eV/Å.